(1)
{"formula": "C4H4N2O2", "method": "ωB97M-V with the def2-TZVPD basis set", "e_lumo_ev": -0.3, "e_homo_ev": -10.23, "total_energy_ev": -11284.3155, "species": ["C", "C", "C", "C", "H", "H", "H", "H", "N", "N", "O", "O"], "positions_angstrom": [[2.0119, -0.4130, 0.0394], [-0.2629, -1.2212, -0.2659], [-1.6362, 0.5562, 0.2745], [-0.1856, 1.1404, 0.0106], [2.1733, -1.6167, -0.5448], [-0.0281, -2.2347, -0.5540], [-2.6387, 1.2524, -0.2044], [-1.8865, 0.8453, 1.4750], [0.6405, -0.0461, 0.0501], [-1.5356, -0.8048, -0.0867], [2.9722, 0.2900, 0.2049], [0.3756, 2.2523, -0.3987]], "mulliken_charge": [0.234, 0.011, -0.400, 0.481, 0.113, 0.372, 0.297, 0.240, 0.114, -0.497, -0.416, -0.549]}



(2)
{"formula": "C4H4N2O3", "method": "ωB97M-V with the def2-TZVPD basis set", "e_lumo_ev": 0.7, "e_homo_ev": -10.06, "total_energy_ev": -13331.5785, "species": ["O", "C", "N", "O", "C", "C", "C", "O", "N", "H", "H", "H", "H"], "positions_angstrom": [[-1.0771, -1.6738, -3.0236], [-0.4089, -1.0113, -2.2259], [0.1611, -1.5195, -1.0867], [1.0153, -0.7267, -0.4456], [0.3664, 0.1788, 0.4064], [0.9531, 1.1017, 1.2572], [-0.1590, 1.5419, 1.9169], [-1.3029, 1.0132, 1.4673], [-0.9124, 0.0499, 0.5542], [-0.2121, 0.0387, -2.4089], [-0.2064, -2.3677, -0.6318], [1.9887, 1.1476, 1.5099], [-0.2058, 2.2272, 2.7106]], "mulliken_charge": [-0.561, 0.122, -0.098, -0.273, 0.635, -0.520, -0.250, -0.178, -0.287, 0.323, 0.274, 0.352, 0.462]}



(3)
{"formula": "C4H4N2O3", "method": "ωB97M-V with the def2-TZVPD basis set", "e_lumo_ev": -0.1, "e_homo_ev": -9.15, "total_energy_ev": -13334.1513, "species": ["N", "C", "C", "O", "N", "C", "O", "C", "O", "H", "H", "H", "H"], "positions_angstrom": [[-1.5490, 1.0301, 0.0326], [-0.4158, 0.0937, -0.3471], [-0.3527, -1.2812, -0.0149], [-1.2221, -2.1465, -0.0906], [1.0284, -1.4612, 0.2020], [1.7294, -0.3309, -0.0276], [2.9341, -0.2205, -0.1766], [0.7815, 0.7910, -0.1603], [0.8624, 1.9854, -0.0191], [-0.7962, 1.7431, 0.2342], [-2.2409, 0.8169, 0.7544], [-2.1874, 1.4061, -0.6640], [1.4283, -2.4260, 0.2772]], "mulliken_charge": [-0.231, -0.177, 0.070, -0.623, -0.028, 0.155, -0.557, 0.878, -0.693, 0.336, 0.295, 0.316, 0.258]}



(4)
{"formula": "C4H4N2O3SZn", "method": "ωB97M-V with the def2-TZVPD basis set", "e_lumo_ev": -9.8, "e_homo_ev": -18.29, "total_energy_ev": -72571.1366, "total_charge": 2, "species": ["O", "C", "Zn", "C", "C", "O", "O", "N", "C", "N", "S", "H", "H", "H", "H"], "positions_angstrom": [[0.1588, 4.3002, -1.3324], [0.0642, 3.1958, -1.0529], [-0.1029, -1.5745, 0.4365], [1.6967, -1.3123, -0.6952], [-2.1832, -1.5209, -0.7022], [2.7543, -1.2844, -1.1464], [-3.1985, -1.6068, -1.2027], [2.4252, -1.1105, 2.7016], [1.6855, -0.0051, 2.5523], [2.3131, 1.1716, 2.5441], [-0.0136, -0.1381, 2.1996], [3.3499, -1.0263, 3.0944], [1.9001, -1.9783, 2.7979], [1.7576, 1.9991, 2.4159], [3.2536, 1.2670, 2.9439]], "mulliken_charge": [-0.128, 0.128, 0.417, 0.534, 0.411, -0.067, -0.048, -0.389, 0.755, -0.366, -0.240, 0.247, 0.243, 0.251, 0.253]}



(5)
{"formula": "C4H4N2OS", "method": "ωB97M-V with the def2-TZVPD basis set", "e_lumo_ev": 0.3, "e_homo_ev": -9.79, "total_energy_ev": -20073.2652, "species": ["N", "C", "C", "S", "N", "C", "C", "O", "H", "H", "H", "H"], "positions_angstrom": [[3.0817, 0.1805, 0.3380], [1.9956, 0.4234, -0.1078], [0.6703, 0.3283, -0.6929], [-0.4334, 1.9049, -0.4494], [-1.1402, 1.2308, 0.9469], [-0.8079, 0.0167, 1.0859], [-0.2314, -0.7114, 0.0051], [-1.4312, -1.1384, -0.7509], [0.8138, 0.0203, -1.8100], [-1.2245, -0.4967, 2.0252], [0.3991, -1.5969, 0.3409], [-1.6920, -0.1615, -0.9311]], "mulliken_charge": [-0.429, 0.134, 0.067, 0.038, -0.349, -0.042, -0.438, -0.495, 0.333, 0.318, 0.386, 0.477]}



(6)
{"formula": "C4H4N2OS", "method": "ωB97M-V with the def2-TZVPD basis set", "e_lumo_ev": 0.4, "e_homo_ev": -8.75, "total_energy_ev": -20073.0006, "species": ["O", "C", "N", "C", "S", "C", "C", "N", "H", "H", "H", "H"], "positions_angstrom": [[0.4352, 1.3564, -2.2851], [-0.1308, 0.9542, -1.1820], [-0.1432, 1.6095, -0.0032], [0.6016, 1.4067, 0.9513], [1.7444, -0.0396, 1.1608], [0.5118, -1.2583, 0.8897], [-0.5477, -1.1111, 0.0611], [-1.0993, -0.1249, -0.8692], [0.4643, 2.0715, 1.7704], [0.7270, -2.2206, 1.4225], [-1.1602, -2.0831, -0.2764], [-1.4029, -0.5608, -1.6401]], "mulliken_charge": [-0.575, 0.512, -0.313, -0.139, -0.145, -0.275, -0.130, -0.224, 0.458, 0.320, 0.194, 0.316]}



(7)
{"formula": "C4H4N2OS", "method": "ωB97M-V with the def2-TZVPD basis set", "e_lumo_ev": 0.5, "e_homo_ev": -9.01, "total_energy_ev": -20072.4441, "species": ["S", "N", "C", "C", "C", "N", "O", "C", "H", "H", "H", "H"], "positions_angstrom": [[2.4330, -0.8995, -0.0412], [2.0009, 0.7510, -0.1030], [0.7579, 1.0676, -0.0302], [-0.4305, 0.1722, -0.1271], [-1.7774, 0.6895, -0.0148], [-2.6336, -0.2773, 0.0415], [-1.8493, -1.3707, -0.0787], [-0.6002, -1.2201, -0.0449], [3.7407, -0.5725, 0.5118], [0.4573, 2.0829, -0.0712], [-2.0693, 1.7517, 0.0602], [-0.0295, -2.1748, -0.1025]], "mulliken_charge": [-0.187, -0.492, -0.149, 0.492, -0.405, -0.412, -0.118, -0.018, 0.183, 0.356, 0.359, 0.393]}



(8)
{"formula": "C4H4N2OS", "method": "ωB97M-V with the def2-TZVPD basis set", "e_lumo_ev": -0.4, "e_homo_ev": -9.08, "total_energy_ev": -20070.3968, "species": ["H", "N", "C", "C", "C", "O", "N", "C", "S", "H", "H", "H"], "positions_angstrom": [[-0.2545, 2.5611, 0.8349], [-0.9240, 1.8519, 0.0266], [-0.5650, 0.6574, 0.0128], [-1.6171, -0.4350, -0.2890], [-0.9714, -1.6842, -0.0834], [0.4138, -1.5238, 0.3212], [0.6652, -0.0849, 0.4834], [1.8872, 0.4275, -0.1769], [3.3028, -0.2151, -0.0790], [-2.6970, -0.3459, -0.5524], [-1.2170, -2.6711, -0.1469], [1.9770, 1.4621, -0.3513]], "mulliken_charge": [0.292, -0.626, 0.377, -0.456, -0.144, -0.251, 0.106, -0.211, -0.240, 0.332, 0.491, 0.329]}